1.
Molecular formula: C2H9NO4
Method: DFT, wB97M-V/def2-TZVPD

SMILES: O=CNCO.O.O
HOMO (Ha): -0.364
Lowest unoccupied orbital energy (eV): 0.495
Net charge: 0

Each line ends with the Mulliken charge.
CARTESIAN COORDINATES (ANGSTROEM)
O (-0.92285, 1.18676, -2.92706)  -0.61
O (-1.97666, 0.60444, -0.39424)  -0.65
O (1.21310, -1.07390, -0.47131)  -0.53
O (2.30743, -0.17736, 2.30836)  -0.66
N (-0.20335, -0.09900, 0.97868)  -0.03
C (-1.06907, 0.84351, 0.50898)  0.07
C (-0.01614, -1.30047, 0.27952)  -0.28
H (0.32192, -2.13208, 0.95466)  0.25
H (-1.23465, 0.56592, -2.31621)  0.30
H (-1.64105, 1.18360, -3.62424)  0.31
H (2.55055, -0.91224, 1.73614)  0.32
H (3.15066, 0.33976, 2.36657)  0.32
H (-0.94621, 1.87967, 0.93927)  0.33
H (1.15047, -0.29312, -1.06493)  0.32
H (-0.81747, -1.67540, -0.40977)  0.26
H (0.43228, 0.15911, 1.71069)  0.27



2.
Molecular formula: C4H5N3O3
Method: DFT, wB97M-V/def2-TZVPD

SMILES: O=[N+]([O-])[C@H]1CC=[N+]([O-])C=N1
HOMO (alpha / beta) (Ha): -0.342 / -0.342
Lowest unoccupied orbital energy (alpha / beta) (eV): -0.629 / -0.629
Net charge: 0

Each line ends with the Mulliken charge.
CARTESIAN COORDINATES (ANGSTROEM)
O (-2.63224, -0.85579, 0.55277)  -0.69
O (2.10220, -0.58699, 1.30214)  -0.59
O (0.84557, 0.99642, 2.08177)  -0.57
N (1.27879, 0.28461, 1.22569)  1.03
N (-0.22411, 1.51387, -0.28234)  -0.44
N (-1.56299, -0.44554, -0.01946)  0.59
C (-1.39061, 1.03667, -0.17762)  -0.13
C (0.65877, -0.57009, -0.92314)  -0.77
C (-0.56314, -1.18250, -0.26259)  -0.28
C (0.93380, 0.70473, -0.19833)  -0.26
H (0.43031, -0.14943, -1.90804)  0.39
H (1.76071, 1.35584, -0.38710)  0.45
H (-0.73820, -2.26913, -0.00569)  0.42
H (-2.33084, 1.50170, -0.27793)  0.47
H (1.43198, -1.33438, -0.72013)  0.38



3.
Molecular formula: C39H44Ge2LiN2O3Se2
Method: DFT, wB97M-V/def2-TZVPD

HOMO (alpha / beta) (Ha): -0.269 / -0.304
Lowest unoccupied orbital energy (alpha / beta) (eV): -0.367 / -1.201
Net charge: 0
2S+1: 2

Each line ends with the Mulliken charge.
CARTESIAN COORDINATES (ANGSTROEM)
Se (-3.99980, -0.63447, -0.58573)  0.41
Se (-3.04598, 2.69498, -0.72552)  0.23
Ge (-0.38061, -1.96099, -0.19561)  -1.70
Ge (1.55993, -2.42040, 1.23206)  1.03
O (1.64703, 4.39455, 0.37445)  -0.71
O (-0.06784, 3.11896, -0.31875)  -0.35
O (1.28934, 0.95841, -0.20937)  1.85
N (-2.59093, 1.84569, 7.05982)  -0.48
N (-1.30335, 1.29753, 1.88752)  0.78
C (0.74832, -1.19903, -4.75227)  -0.63
C (1.44648, -2.14904, -4.01584)  -0.58
C (4.98766, 1.61027, 2.88330)  -0.54
C (-0.29974, -0.50229, -4.16545)  -0.55
C (3.64591, 1.84983, 3.16478)  -0.79
C (3.07805, 1.49735, -3.93179)  -0.68
C (2.11660, 2.14460, -0.29152)  3.13
C (1.15050, 3.35648, -0.03725)  -0.85
C (-5.24841, 0.86811, -0.69110)  -0.92
C (2.74890, 2.06468, 2.13248)  -0.26
C (-1.50070, 2.67267, 3.83021)  -0.84
C (-2.59486, 4.01192, -2.07104)  -0.86
C (3.43648, 3.44569, -1.99234)  0.23
C (-2.11108, 0.35649, 3.92932)  -0.84
C (-3.44957, -4.80953, -0.82531)  -0.62
C (-0.64587, -0.75243, -2.84380)  -0.20
C (2.69931, 2.30103, -1.68705)  -1.44
C (0.04611, -1.70294, -2.08924)  0.50
C (-1.76538, 0.26360, 2.59403)  -0.77
C (-1.97037, 1.58800, 4.55856)  0.59
C (-4.69147, 2.00941, -1.52424)  -0.91
C (-2.31309, 1.73253, 5.95117)  -0.17
C (-3.65003, -5.34474, 0.44099)  -0.61
C (-1.18137, 2.48275, 2.49557)  -0.47
C (-2.50100, -3.81276, -1.02123)  -0.15
C (2.51674, 1.33344, -2.66817)  0.54
C (-1.95669, -3.87913, 1.31824)  -0.28
C (5.41642, 1.58975, 1.56639)  -0.89
C (-1.73455, -3.33905, 0.04707)  0.38
C (3.22724, -1.74174, 0.44932)  -0.94
C (-2.90250, -4.87548, 1.51601)  -0.83
C (1.69481, -4.37631, 1.36817)  -1.18
C (3.16966, 2.03761, 0.80305)  -0.12
C (-5.22263, -1.80460, 0.36427)  -0.86
C (4.50987, 1.79864, 0.53021)  -0.20
C (3.99110, 3.60723, -3.25183)  -0.94
C (1.32133, -1.62370, 3.00157)  -0.98
C (1.09625, -2.39714, -2.69405)  -0.32
C (3.81820, 2.62991, -4.22594)  -0.57
Li (-0.61377, 1.38939, -0.08462)  0.44
H (-2.35258, -3.40070, -2.01326)  0.27
H (1.84909, 0.17992, -0.30249)  -0.94
H (4.25379, 2.75749, -5.20951)  0.41
H (-2.48070, -0.50472, 4.46839)  0.56
H (2.26366, -2.69573, -4.46972)  0.42
H (2.40306, -4.66092, 2.14906)  0.44
H (-1.87058, -0.67329, 2.05816)  0.59
H (-5.46882, 1.19823, 0.32461)  0.42
H (1.65227, -3.13943, -2.12990)  0.39
H (-4.47719, 1.68240, -2.54120)  0.40
H (-1.38651, 3.64481, 4.28939)  0.55
H (3.30375, 1.87828, 4.19217)  0.42
H (-4.69913, -2.73753, 0.55826)  0.07
H (-0.81618, 3.29854, 1.88008)  0.49
H (1.91918, 0.45129, -2.46962)  0.00
H (-3.31160, 4.82817, -2.06458)  0.35
H (-5.41868, 2.81958, -1.56634)  0.47
H (-6.16728, 0.49209, -1.13952)  0.44
H (4.85499, 1.77089, -0.49551)  0.43
H (2.04623, -4.78790, 0.42038)  0.32
H (3.46278, -0.73863, 0.80848)  -0.02
H (-6.10346, -2.00334, -0.24202)  0.37
H (-0.84137, 0.24551, -4.73157)  0.43
H (-4.03209, -5.16973, -1.66473)  0.40
H (3.55610, 4.20862, -1.23230)  0.55
H (-1.46905, -0.19841, -2.40129)  0.11
H (-1.60623, 4.36976, -1.79226)  0.14
H (-1.37882, -3.52301, 2.16631)  0.39
H (-2.55749, 3.54333, -3.05186)  0.31
H (-5.51174, -1.34668, 1.30806)  0.38
H (0.42739, -1.99909, 3.50259)  0.35
H (-4.38688, -6.12354, 0.59128)  0.38
H (1.24723, -0.53795, 2.91236)  0.06
H (1.70657, 2.26244, 2.35429)  0.38
H (2.18942, -1.85793, 3.62097)  0.46
H (2.92383, 0.73302, -4.68338)  0.39
H (3.20888, -1.74253, -0.64355)  0.34
H (0.72614, -4.82173, 1.59517)  0.38
H (1.02386, -1.00076, -5.78073)  0.41
H (4.04313, -2.39393, 0.76981)  0.54
H (6.45887, 1.40601, 1.33622)  0.42
H (5.69220, 1.44740, 3.68983)  0.40
H (-3.05683, -5.28680, 2.50545)  0.41
H (4.56018, 4.50081, -3.47549)  0.42



4.
Molecular formula: C23H31OSi
Method: DFT, wB97M-V/def2-TZVPD

HOMO (Ha): -0.394
Lowest unoccupied orbital energy (eV): -4.435
Net charge: +1

Each line ends with the Mulliken charge.
CARTESIAN COORDINATES (ANGSTROEM)
Si (1.24766, -3.34665, -0.58643)  0.37
O (1.50543, -2.60460, 1.12187)  -0.62
C (-3.07860, 3.93440, 0.31173)  -0.44
C (-3.32739, 2.69275, 0.95686)  0.61
C (0.20600, 0.37828, -2.50121)  -0.10
C (-4.57942, 2.53133, 1.59347)  -0.52
C (2.02013, -5.01176, -0.57863)  -1.12
C (1.25061, 2.09774, -1.18917)  -0.24
C (-5.57855, 3.51093, 1.51389)  -0.55
C (-0.19100, 0.46312, 0.09088)  0.25
C (1.96102, 2.53802, -2.30821)  -0.68
C (-1.11489, 1.63655, 0.54461)  -0.40
C (0.65075, -0.30686, 1.17211)  1.30
C (-0.50195, -0.87801, 2.09549)  -1.58
C (-2.39905, 1.56494, 0.98771)  -0.35
C (-0.57989, -3.40915, -0.70869)  -0.92
C (0.45883, 0.96274, -1.24328)  -0.41
C (0.92122, 0.80729, -3.62733)  -0.50
C (-5.34673, 4.70428, 0.81361)  -0.44
C (-4.08452, 4.90832, 0.23689)  -0.61
C (3.93346, -2.23402, 2.42547)  -1.21
C (1.81746, 1.88738, -3.53970)  -0.57
C (2.11528, -2.19273, -1.75174)  -0.77
C (3.17311, -1.13962, 1.63657)  -0.24
C (1.76957, -1.33556, 1.27144)  0.16
H (-0.38015, -0.31657, 3.03061)  0.33
H (-0.68963, 2.64786, 0.49642)  0.34
H (-0.53873, -0.41164, -2.62640)  0.44
H (1.95077, -1.13281, -1.51347)  0.11
H (-0.38364, -1.94607, 2.28923)  0.60
H (-0.88010, -3.47825, -1.75798)  0.41
H (1.19344, 0.57743, 1.66235)  0.35
H (1.59658, -5.66704, 0.19032)  0.36
H (3.23744, -0.18124, 2.13385)  0.54
H (3.16954, -2.40760, -1.76202)  0.43
H (3.68183, -1.02609, 0.68277)  0.21
H (1.82772, -5.50517, -1.55746)  0.35
H (-1.07312, -2.52678, -0.27922)  0.26
H (-2.09376, 4.11076, -0.11340)  0.32
H (-4.76943, 1.61967, 2.16461)  0.30
H (3.97217, -3.17204, 1.85483)  0.23
H (-3.89116, 5.82248, -0.31828)  0.36
H (3.52303, -2.40366, 3.43402)  0.33
H (-2.86901, 0.65221, 1.36500)  0.26
H (2.66123, 3.36563, -2.20161)  0.39
H (1.73008, -2.34695, -2.78141)  0.36
H (2.46230, 2.16374, -4.38682)  0.38
H (0.81079, 0.29815, -4.59384)  0.42
H (-6.11730, 5.45264, 0.70847)  0.40
H (-6.56470, 3.32829, 1.95375)  0.35
H (-1.52031, -0.67676, 1.68856)  0.17
H (4.97775, -1.91823, 2.58789)  0.41
H (3.11475, -4.96650, -0.46974)  0.34
H (1.30927, 2.66067, -0.26166)  0.35
H (-0.95703, -4.31413, -0.20361)  0.36
H (-0.73917, -0.46113, -0.15400)  0.13



5.
Molecular formula: C3H8N2OS
Method: DFT, wB97M-V/def2-TZVPD

HOMO (alpha / beta) (Ha): -0.507 / -0.505
Lowest unoccupied orbital energy (alpha / beta) (eV): -3.489 / -8.748
Net charge: +1
2S+1: 2

Each line ends with the Mulliken charge.
CARTESIAN COORDINATES (ANGSTROEM)
S (1.83144, -2.53666, -0.67741)  -0.14
O (-1.19676, 2.95279, 0.30008)  -0.47
N (-1.87672, 0.85419, 1.03349)  -0.27
N (-0.28140, 0.81504, -0.44674)  0.11
C (0.07968, -0.52777, -0.46381)  -0.30
C (1.51295, -0.61086, -0.54150)  -0.83
C (-1.08153, 1.68845, 0.38920)  0.49
H (-0.25520, -0.96424, -1.44791)  0.29
H (-1.81448, -0.02932, 1.49357)  0.23
H (-0.00065, 1.25438, -1.25579)  0.33
H (-0.33220, -1.18634, 0.32566)  0.40
H (1.94786, -0.37099, 0.43993)  0.36
H (-2.71442, 1.17537, 1.39210)  0.23
H (2.14978, -2.71281, 0.58392)  0.18
H (2.03164, 0.19878, -1.12480)  0.39



6.
Molecular formula: C3H3BrS
Method: DFT, wB97M-V/def2-TZVPD

HOMO (Ha): -0.346
Lowest unoccupied orbital energy (eV): -0.497
Net charge: 0

Each line ends with the Mulliken charge.
CARTESIAN COORDINATES (ANGSTROEM)
Br (-0.60040, 0.03745, -2.32113)  -0.09
S (-1.53234, -0.81271, 1.32673)  0.04
C (-0.11693, -0.55459, 2.23188)  -0.28
C (0.30299, 0.67194, -0.78021)  -0.46
C (0.16177, -0.40223, 0.56549)  -0.18
H (-0.10186, 1.65269, -0.31467)  0.30
H (1.36980, 0.83753, -1.10879)  0.33
H (0.51699, -1.43008, 0.40070)  0.33



7.
Molecular formula: C3H6O3
Method: DFT, wB97M-V/def2-TZVPD

SMILES: O=C[C@H](O)CO
HOMO (Ha): -0.387
Lowest unoccupied orbital energy (eV): 0.523
Net charge: 0

Each line ends with the Mulliken charge.
CARTESIAN COORDINATES (ANGSTROEM)
O (-1.48271, -0.77223, -1.26120)  -0.50
O (0.25194, 1.25658, -1.10268)  -0.53
O (1.37125, -1.19371, 0.01720)  -0.46
C (0.91043, -0.11099, 0.79002)  -0.36
C (-1.34282, -0.26777, -0.16746)  0.07
C (-0.20545, 0.69177, 0.09264)  -0.24
H (-1.99468, -0.54087, 0.68305)  0.36
H (-0.53849, 1.48864, 0.77231)  0.33
H (-0.05081, 0.67749, -1.81998)  0.39
H (0.78338, -1.33281, -0.73688)  0.33
H (1.74892, 0.57423, 0.96501)  0.29
H (0.54903, -0.47033, 1.76795)  0.32



Energy above the lowest of the compared OMol25 structures with the same formula, charge and spin readings, ordered: 29.4 172.0 0.0 32.7 46.5 73.5 34.5 kcal/mol